{
  "formula": "C5H11NO2S",
  "method": "ωB97M-V with the def2-TZVPD basis set",
  "symbols": ["C", "C", "C", "C", "C", "N", "O", "O", "S", "H", "H", "H", "H", "H", "H", "H", "H", "H", "H", "H"],
  "coordinates": [[2.15706, -0.60651, -1.12451], [1.59127, -0.75239, 0.29204], [0.75403, -0.16602, -1.55737], [-2.13878, 1.15851, -0.20643], [-0.39122, 0.61020, 0.50787], [0.23336, -0.43764, -0.20434], [-1.64946, -1.28156, 1.77236], [-1.66397, 1.00780, 2.78903], [-0.75153, 0.03947, 2.23261], [2.92747, 0.15276, -1.22923], [2.50196, -1.53390, -1.57136], [1.65467, -1.74736, 0.73506], [1.97968, -0.01869, 1.00550], [0.67776, 0.88112, -1.86206], [0.27042, -0.79568, -2.30598], [-2.70007, 0.24206, -0.28294], [-1.91977, 1.61759, -1.15528], [-2.49582, 1.82861, 0.55522], [0.14727, 1.56502, 0.53408], [-1.18431, -1.76339, 1.07569]],
  "forces_ev_per_a": [[0.24, -0.07, -0.11], [0.41, -0.25, 0.19], [-0.26, 0.02, -0.38], [3.79, -1.49, 1.50], [-4.10, 1.25, -0.97], [-0.16, -0.16, 0.26], [-0.11, 0.50, 0.52], [-0.70, 0.50, 0.36], [0.67, -0.68, -1.11], [0.03, -0.04, -0.03], [0.03, -0.02, -0.04], [0.09, 0.05, 0.06], [-0.03, -0.02, -0.02], [-0.02, 0.01, 0.06], [0.03, 0.13, -0.06], [-0.18, -0.13, -0.02], [0.04, 0.16, -0.22], [-0.17, 0.18, 0.10], [0.19, -0.03, 0.24], [0.22, 0.10, -0.33]],
  "nbo_charge": [-0.43, -0.22, -0.20, -0.57, -0.25, -0.50, -0.90, -0.94, 1.49, 0.21, 0.21, 0.20, 0.19, 0.19, 0.20, 0.21, 0.20, 0.23, 0.18, 0.50],
  "lumo_energy_ev": 0.78,
  "energy_ev": -21780.5990,
  "homo_lumo_gap_ev": 9.798,
  "relative_energy_kj_mol": 355.47
}